# 1
Formula: C25H34N8OPdS2SeSi2Te
Source: the OMol25 dataset
Level of theory: the ωB97M-V functional and the def2-TZVPD basis

Values from the calculation:
expectation value of S² = 6.06
ΔE to the lowest compared entry with this formula, charge and spin = 2.630 eV
Kohn-Sham gap (alpha / beta) = 0.2023 / 0.1719 Eh

ORCA input file:
```
! wB97M-V def2-TZVPD RIJCOSX def2/J DEFGRID3
* xyz 2 5
Te -2.608 0.061 0.007
Pd 2.107 0.237 0.058
Se 2.989 2.948 -2.534
S 4.333 -0.607 0.290
S 6.713 0.997 -0.609
Si -5.503 0.733 1.475
Si -1.061 -2.876 1.201
O -0.116 0.121 -0.727
N 1.004 0.221 -5.241
N 0.433 -0.145 -1.869
N -2.586 -0.040 -2.142
N 3.643 2.533 -4.095
N 0.975 1.522 1.799
N 4.582 2.071 0.324
N 2.900 1.245 -1.982
N 3.324 2.009 0.717
C 7.209 -0.719 -0.752
C -4.773 2.446 1.709
C -4.861 -0.414 2.815
C -0.214 0.118 -2.969
C -0.432 3.476 3.187
C -2.427 -2.039 0.181
C -1.075 -4.641 0.634
C 0.485 0.157 -4.218
C -7.341 0.770 1.258
C 4.296 -0.825 -5.270
C 1.438 2.784 1.875
C -0.871 2.169 3.166
C -0.142 1.226 2.433
C -4.724 0.052 -0.143
C 0.680 -2.203 0.954
C 3.883 -1.556 -4.105
C 5.131 0.873 0.017
C 3.758 1.224 -4.165
C 3.336 0.486 -2.980
C 0.752 3.793 2.529
C 4.242 0.522 -5.314
C -1.513 -2.711 2.999
C -1.645 0.094 -2.852
C 2.767 2.999 1.332
C 3.411 -0.942 -2.991
H -5.210 -1.440 2.659
H -4.965 0.716 -0.977
H -5.003 2.856 2.696
H -0.730 -4.749 -0.398
H -2.393 -2.385 -0.856
H 1.391 -2.922 1.371
H -7.736 -0.226 1.045
H -3.764 -0.433 2.811
H 6.509 -1.270 -1.381
H -7.609 1.432 0.431
H -5.181 -0.118 3.817
H -7.834 1.143 2.161
H 1.151 4.801 2.541
H 0.899 -2.100 -0.112
H -5.180 3.140 0.967
H -3.385 -2.352 0.605
H 3.081 -1.509 -2.136
H -2.502 -3.133 3.193
H 8.191 -0.691 -1.220
H -0.462 0.194 2.388
H 4.644 -1.377 -6.133
H 7.283 -1.169 0.237
H -2.077 -5.074 0.700
H 3.940 -2.638 -4.129
H -1.514 -1.680 3.368
H -0.800 -3.274 3.610
H 3.302 3.928 1.527
H 4.537 1.085 -6.190
H -3.685 2.445 1.592
H -1.757 1.865 3.708
H 0.817 -1.261 1.492
H -0.983 4.238 3.723
H -5.053 -0.960 -0.379
H -0.420 -5.248 1.268
*
```

The Löwdin scheme yields these atomic charges, measured in e: Te 1.65; Pd 0.83; Se 1.15; S 0.76; S 1.01; Si 0.41; Si 0.43; O -0.41; N 0.24; N -0.06; N -0.08; N -0.20; N 0.06; N -0.01; N -0.32; N -0.12; C -0.37; C -0.19; C -0.18; C -0.27; C 0.00; C -0.47; C -0.17; C -0.14; C -0.17; C -0.05; C -0.25; C -0.01; C -0.13; C -0.49; C -0.20; C -0.04; C -1.05; C -0.39; C -0.41; C 0.03; C -0.01; C -0.17; C -0.08; C 0.02; C -0.08; H 0.04; H 0.03; H 0.04; H 0.05; H 0.03; H 0.05; H 0.04; H -0.01; H 0.04; H 0.04; H 0.04; H 0.05; H 0.13; H 0.01; H 0.04; H 0.02; H 0.07; H 0.05; H 0.06; H 0.07; H 0.12; H 0.05; H 0.05; H 0.12; H 0.02; H 0.05; H 0.16; H 0.13; H -0.02; H 0.12; H -0.02; H 0.13; H 0.03; H 0.05

=====

# 2
Formula: C25H34O6
Source: the OMol25 dataset
Level of theory: the ωB97M-V functional and the def2-TZVPD basis

Values from the calculation:
structure (SMILES) = C/C=C(/C)C(=O)O[C@H]1C(C)=C[C@]23C(=O)[C@@H](C=C(CO)[C@@H](O)[C@]12O)[C@H]1[C@@H](C[C@H]3C)C1(C)C
ΔE to the lowest compared entry with this formula, charge and spin = 0.000 eV
Kohn-Sham gap = 0.3434 Eh

ORCA input file:
```
! wB97M-V def2-TZVPD RIJCOSX def2/J DEFGRID3
* xyz 0 1
O 2.574 -0.503 -2.152
O 3.135 -4.241 0.952
O -2.531 0.379 -0.285
O -4.199 -1.056 0.175
O -0.678 -2.691 0.880
O -0.362 0.038 1.153
C -5.243 1.177 1.806
C 0.479 1.829 -1.068
C 4.997 2.723 1.329
C 1.301 2.466 0.078
C -0.288 -0.550 -0.124
C 0.912 2.460 -2.396
C -0.248 -0.121 -2.469
C -4.430 1.261 0.751
C -4.120 2.566 0.076
C -1.454 -0.619 -2.230
C -3.754 0.063 0.195
C 3.642 2.043 1.245
C -5.605 -0.039 2.581
C 3.018 1.878 2.613
C 0.493 0.266 -1.218
C 1.932 -0.162 -1.194
C 3.498 1.002 0.172
C -1.706 -0.699 -0.749
C 2.465 -0.089 0.227
C 1.660 -2.338 0.534
C 0.246 -2.017 0.048
C 2.821 2.351 0.013
C 2.694 -1.507 0.616
C -2.485 -1.076 -3.197
C 1.804 -3.799 0.905
H 1.672 0.257 0.878
H 0.934 2.100 1.036
H 3.265 3.043 -0.692
H -2.715 -2.128 -3.030
H 1.858 2.042 -2.728
H -3.408 -0.514 -3.054
H -0.699 -2.213 1.719
H 1.211 -4.406 0.207
H -5.327 0.097 3.628
H -2.187 -1.637 -0.449
H 1.063 3.535 0.054
H 4.900 3.700 1.800
H 3.662 -1.847 0.948
H 2.719 2.849 3.006
H 1.404 -3.969 1.909
H 4.360 0.785 -0.447
H 0.206 -0.009 -3.436
H -5.125 -0.929 2.190
H 2.151 1.225 2.611
H -2.139 -0.942 -4.219
H 3.751 1.449 3.293
H -5.683 2.096 2.176
H 0.168 2.295 -3.170
H 5.428 2.861 0.340
H -6.684 -0.184 2.546
H 1.034 3.534 -2.271
H -4.655 3.380 0.560
H -0.568 2.101 -0.887
H -1.118 0.643 1.144
H -3.052 2.775 0.112
H -4.413 2.527 -0.971
H 5.686 2.126 1.922
H 3.536 -4.094 0.088
H 0.140 -2.491 -0.940
*
```

The Löwdin scheme yields these atomic charges, measured in e: O 0.15; O -0.06; O 0.03; O 0.13; O -0.01; O 0.03; C -0.08; C -0.24; C -0.04; C -0.11; C -0.29; C -0.04; C 0.04; C -0.20; C -0.04; C -0.19; C -0.42; C -0.43; C -0.07; C -0.02; C -0.23; C -0.32; C -0.12; C -0.16; C -0.19; C -0.13; C -0.21; C -0.15; C 0.05; C -0.02; C -0.22; H 0.11; H 0.10; H 0.14; H 0.09; H 0.09; H 0.09; H 0.12; H 0.13; H 0.08; H 0.15; H 0.12; H 0.08; H 0.13; H 0.09; H 0.13; H 0.15; H 0.13; H 0.06; H 0.07; H 0.08; H 0.09; H 0.11; H 0.08; H 0.08; H 0.08; H 0.08; H 0.08; H 0.14; H 0.11; H 0.07; H 0.09; H 0.08; H 0.09; H 0.18

=====

# 3
Formula: C25H35AsAuN6OS
Source: the OMol25 dataset
Level of theory: the ωB97M-V functional and the def2-TZVPD basis

Values from the calculation:
Kohn-Sham gap (alpha / beta) = 0.1591 / 0.1590 Eh

ORCA input file:
```
! wB97M-V def2-TZVPD RIJCOSX def2/J DEFGRID3
* xyz 3 1
Au 0.195 0.308 -0.168
As 2.366 3.734 -1.292
S 1.141 2.029 -1.824
O 2.026 -0.971 -0.330
N -1.386 -1.405 -1.206
N -0.861 -0.723 1.564
N 3.473 -0.109 -1.899
N -1.680 1.277 -0.417
N -3.542 1.613 -1.534
N -2.409 -2.140 2.258
C -1.036 -0.513 2.903
C -1.721 -2.332 -0.134
C 2.540 4.736 -2.937
C 4.153 3.221 -0.729
C 2.878 -0.384 -3.203
C 4.800 -2.597 -1.826
C -2.575 0.735 -1.224
C 1.588 4.924 0.033
C -3.915 4.023 -0.835
C -3.342 5.003 -0.038
C -2.514 -0.657 -1.752
C -3.265 2.799 -0.887
C 3.670 -1.513 -3.877
C -2.073 2.564 -0.167
C -2.171 4.768 0.690
C -0.415 0.372 3.795
C -1.516 3.552 0.640
C -2.372 -1.504 4.706
C 3.832 -2.762 -3.010
C -2.018 -1.423 3.371
C -1.687 -1.698 1.216
C 3.119 -0.984 -0.891
C -1.739 -0.616 5.574
C -0.782 0.298 5.124
C 4.147 -2.022 -0.553
H 1.653 4.494 1.034
H -0.959 -3.121 -0.118
H 2.922 0.518 -3.816
H -0.628 3.343 1.221
H -2.424 -0.592 -2.841
H 0.545 5.127 -0.223
H 3.158 -1.770 -4.805
H 2.964 4.112 -3.727
H -3.470 -1.154 -1.535
H -4.828 4.195 -1.381
H 4.742 4.133 -0.615
H 2.860 -3.107 -2.653
H 1.566 5.105 -3.265
H 3.204 5.585 -2.754
H 4.915 -1.575 0.085
H 2.152 5.859 0.009
H -0.921 -1.913 -1.949
H 0.318 1.079 3.440
H -3.106 -2.875 2.250
H -3.092 -2.224 5.064
H -0.319 0.952 5.844
H 4.128 2.687 0.221
H 4.235 -3.543 -3.660
H -1.995 -0.643 6.620
H 4.486 -0.068 -2.010
H -3.821 5.968 0.028
H -1.790 5.562 1.312
H 3.657 -2.806 0.025
H 1.830 -0.649 -3.053
H 4.608 2.594 -1.498
H 5.651 -1.992 -2.143
H -2.699 -2.811 -0.291
H 5.208 -3.572 -1.562
H -4.338 1.444 -2.131
H 4.660 -1.141 -4.149
*
```

The Löwdin scheme yields these atomic charges, measured in e: Au 1.05; As 0.84; S 0.33; O -0.05; N -0.09; N 0.07; N 0.03; N 0.03; N 0.22; N 0.20; C -0.21; C -0.11; C -0.21; C -0.22; C -0.23; C -0.16; C -0.26; C -0.22; C 0.03; C -0.03; C -0.10; C -0.15; C -0.16; C -0.23; C -0.06; C -0.01; C -0.03; C 0.02; C -0.17; C -0.16; C -0.29; C -0.43; C -0.03; C -0.05; C -0.07; H 0.05; H 0.15; H 0.11; H 0.10; H 0.15; H 0.03; H 0.13; H 0.06; H 0.15; H 0.13; H 0.06; H 0.12; H 0.06; H 0.07; H 0.15; H 0.06; H 0.13; H 0.10; H 0.19; H 0.13; H 0.12; H 0.05; H 0.13; H 0.12; H 0.14; H 0.13; H 0.12; H 0.14; H 0.10; H 0.04; H 0.12; H 0.14; H 0.13; H 0.20; H 0.13